Density functional theory data (ωB97M-V/def2-TZVPD) for C4H12HfInS as an isolated structure in a non-equilibrium geometry.

Geometry as XYZ:
```
19
C4H12HfInS, DFT ωB97M-V/def2-TZVPD
In 1.54 -0.12 -1.71
H 0.44 -1.46 0.64
H 0.34 0.29 0.89
H -1.33 1.41 1.93
C -2.23 0.84 1.82
H -1.58 0.36 -0.68
H 1.70 -1.70 -2.46
H 4.65 1.05 -1.73
H -2.74 0.76 2.77
C -1.21 -0.53 -0.19
Hf 5.87 0.87 -3.09
H -2.83 -1.22 1.28
C -1.97 -0.57 1.39
H -2.83 1.36 1.10
H 0.93 1.12 -2.73
H -1.51 -1.40 -0.76
H -1.27 -1.01 2.08
C 0.10 -0.53 0.21
S 3.92 0.46 -0.77
```

Output
Energy ... -21615.5189 eV
Energy above the lowest of the compared OMol25 structures with the same formula, charge and spin ... 0.7442 eV
Charge ... +3
Max |F| ... 5.33 eV/Å
Molecular weight ... 385.52 g mol⁻¹
HOMO energy ... -0.753 Eh